1.
Entry from the Open Molecules 2025 dataset: a cluster of 8 separate species, C29H81N7O8 in total in a non-equilibrium geometry (wB97M-V/def2-TZVPD).

- E_LUMO (eV) = 0.646
- Kohn-Sham gap (Ha) = 0.348
- SMILES = COC[C@H](C)N.COC[C@H](C)N.COC[C@H](C)N.COC[C@H](C)N.COC[C@H](C)N.COC[C@H](C)N.COC[C@H](C)N.CO
- HOMO (eV) = -8.8
- relative energy (zero: lowest compared OMol25 entry of this formula, charge and spin) (eV) = 2.092

Last column: Mulliken charge in e.
Positions of all 125 atoms, in Å:
C1 -10.553 -9.446 5.210  -0.878
O1 -10.232 -10.516 6.084  -0.177
C2 -11.375 -11.330 6.375  -0.992
C3 -10.946 -12.781 6.532  2.300
C4 -10.642 -13.458 5.137  -1.543
N1 -11.988 -13.482 7.370  -0.380
H1 -10.931 -9.795 4.219  0.343
H2 -9.624 -8.793 5.033  0.195
H3 -11.407 -8.889 5.574  0.365
H4 -11.846 -11.017 7.325  0.275
H5 -12.113 -11.275 5.539  0.433
H6 -9.989 -12.744 7.078  -1.082
H7 -11.459 -13.261 4.424  0.390
H8 -10.528 -14.560 5.266  0.253
H9 -9.764 -13.006 4.793  0.317
H10 -11.842 -14.480 7.601  -0.074
H11 -12.894 -13.355 7.028  0.263
C5 -10.199 -13.505 12.045  -0.707
O2 -10.997 -14.594 11.813  -0.075
C6 -12.350 -14.246 11.531  -1.328
C7 -13.072 -15.449 10.900  1.887
C8 -14.495 -15.044 10.620  -1.925
N2 -13.076 -16.674 11.806  -0.492
H12 -10.449 -12.696 11.366  0.432
H13 -9.152 -13.700 11.867  -0.061
H14 -10.252 -13.082 13.038  0.308
H15 -12.910 -13.880 12.404  0.287
H16 -12.301 -13.445 10.852  0.664
H17 -12.597 -15.621 9.929  -0.741
H18 -15.046 -15.838 10.125  0.462
H19 -14.633 -14.256 9.830  0.337
H20 -15.068 -14.677 11.476  0.417
H21 -12.179 -16.662 12.220  0.256
H22 -13.727 -16.442 12.563  0.319
C9 -7.346 -16.696 5.413  -1.091
O3 -7.436 -17.021 6.741  -0.016
C10 -7.635 -18.452 6.868  -1.400
C11 -7.709 -18.784 8.387  2.532
C12 -6.369 -18.456 9.084  -1.206
N3 -8.021 -20.151 8.724  -0.585
H23 -6.747 -17.398 4.883  0.425
H24 -6.955 -15.747 5.278  0.177
H25 -8.352 -16.682 5.013  0.364
H26 -8.550 -18.774 6.416  0.601
H27 -6.816 -19.003 6.321  0.193
H28 -8.459 -18.125 8.760  -1.352
H29 -6.465 -18.629 10.157  0.433
H30 -6.055 -17.407 8.910  -0.160
H31 -5.582 -19.057 8.634  0.506
H32 -7.296 -20.865 8.688  0.308
H33 -8.794 -20.593 8.217  0.123
C13 -5.192 -14.659 8.823  -0.522
O4 -5.561 -15.206 10.084  -0.203
C14 -5.689 -14.237 11.127  -0.942
C15 -6.084 -15.058 12.324  3.260
C16 -6.161 -14.293 13.668  -1.564
N4 -5.146 -16.133 12.562  -0.781
H34 -4.312 -14.037 8.828  0.548
H35 -5.992 -14.062 8.478  -0.376
H36 -4.948 -15.474 8.223  0.352
H37 -4.705 -13.836 11.359  0.373
H38 -6.430 -13.433 10.850  0.216
H39 -7.078 -15.522 12.194  -2.126
H40 -6.794 -14.953 14.246  0.404
H41 -6.699 -13.310 13.546  0.315
H42 -5.263 -14.081 14.222  0.435
H43 -4.325 -15.627 12.987  0.372
H44 -4.782 -16.557 11.704  0.230
C17 -10.207 -21.802 6.016  -0.900
O5 -10.623 -20.817 6.883  -0.127
C18 -11.971 -20.640 6.980  -1.155
C19 -12.365 -19.799 8.182  0.302
C20 -11.813 -18.313 8.178  -0.622
N5 -12.160 -20.636 9.369  -0.748
H45 -10.163 -22.841 6.458  0.276
H46 -9.218 -21.521 5.583  0.204
H47 -10.935 -21.802 5.185  0.419
H48 -12.293 -20.045 6.065  0.385
H49 -12.589 -21.553 6.992  0.464
H50 -13.462 -19.799 8.106  0.352
H51 -12.229 -17.723 8.958  0.068
H52 -11.997 -17.833 7.234  0.507
H53 -10.680 -18.290 8.338  0.051
H54 -11.169 -20.943 9.406  0.283
H55 -12.330 -20.037 10.172  0.210
C21 -3.559 -10.527 6.373  -0.538
O6 -4.833 -10.027 6.026  -0.366
C22 -5.837 -10.311 7.032  -0.871
C23 -6.253 -11.788 7.246  1.113
C24 -6.630 -12.522 5.987  -0.580
N6 -7.299 -11.731 8.216  -0.543
H56 -3.578 -11.683 6.378  0.132
H57 -3.270 -10.266 7.392  0.296
H58 -2.810 -10.099 5.650  0.254
H59 -5.567 -10.008 8.093  0.424
H60 -6.751 -9.757 6.692  0.261
H61 -5.387 -12.333 7.806  -0.193
H62 -7.459 -11.879 5.604  0.079
H63 -7.021 -13.470 6.281  -0.045
H64 -5.823 -12.684 5.272  0.439
H65 -7.530 -12.723 8.475  -0.257
H66 -8.118 -11.372 7.761  0.191
C25 -12.093 -18.847 14.096  -0.843
O7 -11.039 -17.987 13.704  -0.271
C26 -9.785 -18.720 13.528  -1.055
C27 -8.692 -17.747 13.085  0.480
C28 -8.859 -17.309 11.598  0.604
N7 -7.391 -18.346 13.214  -0.668
H67 -12.656 -19.148 13.233  0.247
H68 -12.787 -18.199 14.573  0.280
H69 -11.786 -19.730 14.687  0.368
H70 -9.405 -19.128 14.476  0.465
H71 -9.695 -19.587 12.848  0.352
H72 -8.838 -16.846 13.704  0.226
H73 -8.073 -16.604 11.298  -0.740
H74 -9.749 -16.769 11.473  -0.241
H75 -8.765 -18.223 10.980  0.120
H76 -6.627 -17.698 13.074  0.232
H77 -7.285 -18.630 14.213  0.332
C29 -9.409 -14.859 9.087  0.210
O8 -8.372 -14.662 8.116  0.932
H78 -10.097 -15.642 8.762  0.150
H79 -9.036 -15.077 10.134  -0.692
H80 -9.965 -13.914 9.166  0.424
H81 -8.165 -15.526 7.811  -0.569

***

2.
Entry from the Open Molecules 2025 dataset: a cluster of 12 separate species, C29H82O12 in total in a non-equilibrium geometry (wB97M-V/def2-TZVPD).

- E_LUMO (eV) = 0.307
- Kohn-Sham gap (Ha) = 0.366
- SMILES = CC(C)O.CC(C)O.CC(C)O.CC(C)O.CC(C)O.CCO.CCO.CCO.CCO.CCO.CCO.CCO
- HOMO (eV) = -9.7
- relative energy (zero: lowest compared OMol25 entry of this formula, charge and spin) (eV) = 1.055

Last column: Mulliken charge in e.
Positions of all 123 atoms, in Å:
C1 3.179 -5.209 0.281  -1.538
C2 1.837 -4.445 0.433  0.337
C3 2.001 -3.441 1.602  -0.112
O1 1.472 -3.784 -0.728  -0.312
H1 3.951 -4.685 -0.248  0.172
H2 3.120 -6.127 -0.281  0.404
H3 3.488 -5.562 1.266  0.451
H4 1.071 -5.196 0.582  0.435
H5 1.035 -3.062 1.860  -0.439
H6 2.618 -2.626 1.210  -0.400
H7 2.481 -3.946 2.458  0.682
H8 2.193 -3.148 -0.985  0.119
C4 -4.704 0.370 -1.658  -1.024
C5 -5.839 -0.294 -2.385  0.617
C6 -6.159 0.468 -3.645  -1.402
O2 -5.641 -1.684 -2.612  -0.573
H9 -5.016 1.422 -1.482  0.319
H10 -3.814 0.214 -2.257  0.149
H11 -4.501 -0.089 -0.689  0.302
H12 -6.735 -0.262 -1.733  0.238
H13 -6.888 0.027 -4.319  0.395
H14 -5.276 0.743 -4.241  0.267
H15 -6.647 1.477 -3.428  0.335
H16 -4.718 -1.938 -2.620  0.321
C7 0.770 1.005 3.969  -1.342
C8 1.980 -0.002 4.033  1.603
C9 3.212 0.530 3.374  -1.143
O3 2.187 -0.351 5.378  -0.641
H17 1.114 1.823 4.570  0.590
H18 -0.144 0.612 4.442  0.208
H19 0.561 1.335 2.945  0.121
H20 1.621 -0.903 3.477  -0.562
H21 3.029 0.766 2.289  0.024
H22 4.057 -0.194 3.386  0.368
H23 3.542 1.429 3.898  0.348
H24 2.822 -1.096 5.326  0.407
C10 2.445 6.264 1.447  -1.563
C11 1.650 5.099 0.973  0.947
C12 0.428 4.916 1.898  -1.008
O4 1.196 5.183 -0.421  -0.415
H25 1.809 7.127 1.270  0.447
H26 3.452 6.387 1.034  0.387
H27 2.543 6.165 2.557  0.374
H28 2.294 4.232 1.121  -0.040
H29 -0.177 5.803 1.754  0.373
H30 0.878 4.882 2.903  0.498
H31 -0.125 4.035 1.714  -0.239
H32 1.630 5.949 -0.769  0.245
C13 -0.891 -0.276 -1.560  -0.318
C14 -1.031 -0.025 -0.070  1.413
C15 -0.506 -1.161 0.765  -0.111
O5 -0.239 1.119 0.285  0.982
H33 0.038 -0.761 -1.728  -0.829
H34 -0.951 0.703 -2.057  0.337
H35 -1.672 -0.921 -1.913  0.150
H36 -2.058 0.248 0.165  -0.551
H37 -1.206 -2.041 0.731  0.109
H38 -0.422 -0.893 1.821  0.120
H39 0.508 -1.485 0.446  -0.702
H40 -0.434 1.854 -0.322  -0.686
C16 1.972 -2.507 -5.553  -1.407
C17 1.946 -1.451 -4.464  0.952
O6 3.231 -1.298 -3.885  -0.573
H41 2.729 -2.190 -6.281  0.351
H42 1.018 -2.573 -6.061  0.385
H43 2.149 -3.518 -5.204  0.293
H44 1.193 -1.629 -3.676  -0.628
H45 1.531 -0.511 -4.836  0.328
H46 3.061 -1.498 -2.976  0.447
C18 -2.683 2.685 2.523  -1.316
C19 -3.151 1.237 2.635  0.682
O7 -4.096 0.833 1.622  -0.599
H47 -3.528 3.397 2.546  0.469
H48 -2.060 2.924 1.641  0.015
H49 -2.156 2.887 3.438  0.476
H50 -3.642 1.080 3.626  0.393
H51 -2.279 0.552 2.572  -0.485
H52 -4.091 1.561 0.962  0.272
C20 -2.591 4.864 -2.172  -1.394
C21 -1.980 3.955 -1.082  0.562
O8 -0.859 3.193 -1.544  -0.466
H53 -1.794 5.497 -2.539  0.371
H54 -3.341 5.529 -1.689  0.395
H55 -3.161 4.334 -2.941  0.289
H56 -2.740 3.224 -0.777  -0.053
H57 -1.694 4.580 -0.249  -0.009
H58 -0.048 3.706 -1.414  0.087
C22 2.555 1.914 -2.386  -0.889
C23 3.087 1.702 -1.004  -0.117
O9 2.475 0.707 -0.257  0.335
H59 1.424 1.986 -2.412  -0.074
H60 2.897 1.091 -3.018  0.216
H61 2.989 2.862 -2.713  0.460
H62 3.074 2.715 -0.531  0.070
H63 4.119 1.389 -1.101  0.397
H64 1.514 0.929 -0.142  -0.256
C24 5.079 -1.531 0.435  -0.866
C25 4.743 -1.737 -1.021  -0.523
O10 3.289 -1.696 -1.246  0.076
H65 6.084 -1.839 0.648  0.548
H66 4.486 -2.170 1.084  0.140
H67 4.935 -0.506 0.786  0.158
H68 5.051 -2.711 -1.292  0.484
H69 5.242 -1.023 -1.660  0.358
H70 2.981 -0.818 -0.885  -0.087
C26 -3.121 -2.392 3.826  -0.678
C27 -1.781 -2.966 4.413  -0.042
O11 -1.556 -2.766 5.814  -0.533
H71 -3.274 -1.357 4.135  0.072
H72 -4.000 -2.990 4.136  0.338
H73 -3.111 -2.417 2.726  0.209
H74 -0.916 -2.618 3.811  -0.023
H75 -1.723 -4.023 4.211  0.376
H76 -1.559 -1.818 5.894  0.334
C28 -1.799 -4.038 -1.545  -0.876
C29 -1.209 -3.503 -2.832  0.245
O12 -2.181 -2.811 -3.597  -0.519
H77 -1.060 -4.631 -1.055  0.188
H78 -2.694 -4.638 -1.683  0.437
H79 -2.030 -3.309 -0.768  0.057
H80 -0.871 -4.377 -3.359  0.626
H81 -0.283 -2.957 -2.655  -0.394
H82 -2.206 -3.091 -4.485  0.274

***

3.
Entry from the Open Molecules 2025 dataset: a cluster of 12 separate species, C29H82O19 in total in a non-equilibrium geometry (wB97M-V/def2-TZVPD).

- E_LUMO (spin up / spin down) (eV) = -2.455 / -9.005
- Kohn-Sham gap (spin up / spin down) (Ha) = 0.328 / 0.087
- ⟨S²⟩ = 0.756
- HOMO (spin up / spin down) (eV) = -11.4 / -11.4
- spin multiplicity = 2
- net charge = +1

Last column: Mulliken spin population.
Positions of all 130 atoms, in Å:
C1 3.879 -1.656 0.515  0.000
C2 5.294 -2.125 0.143  0.000
C3 6.450 -1.826 1.160  0.000
O1 5.162 -3.468 0.141  0.000
H1 3.227 -1.858 -0.334  0.000
H2 3.915 -0.569 0.594  0.000
H3 3.390 -2.153 1.353  0.000
H4 5.524 -1.625 -0.798  0.000
H5 6.464 -0.785 1.482  0.000
H6 7.459 -1.990 0.782  0.000
H7 6.272 -2.334 2.108  0.000
H8 5.088 -3.730 1.061  0.000
C4 1.825 -0.351 4.678  0.000
C5 3.198 -0.494 4.354  0.000
C6 3.745 0.496 3.385  0.000
O2 3.908 -0.191 5.509  0.000
H9 1.509 -0.853 5.592  0.000
H10 1.134 -0.558 3.860  0.000
H11 1.758 0.721 4.858  0.000
H12 3.413 -1.518 4.048  0.000
H13 3.843 1.437 3.926  0.000
H14 3.078 0.781 2.572  0.000
H15 4.684 0.151 2.950  0.000
H16 4.828 -0.178 5.234  0.000
C7 -3.102 5.916 -0.186  0.000
C8 -3.169 4.424 -0.186  0.000
C9 -1.942 3.759 -0.808  0.001
O3 -3.201 4.149 1.179  0.000
H17 -3.343 6.210 -1.207  0.000
H18 -2.073 6.233 -0.015  0.000
H19 -3.843 6.353 0.483  0.000
H20 -4.084 3.953 -0.545  0.000
H21 -1.939 2.674 -0.695  -0.001
H22 -0.973 4.153 -0.502  0.000
H23 -1.955 3.945 -1.882  0.000
H24 -4.129 4.193 1.419  0.000
C10 1.400 4.193 -3.386  0.000
C11 2.206 4.290 -2.078  0.000
C12 1.776 5.551 -1.264  0.000
O4 1.910 3.133 -1.367  0.000
H25 1.414 5.173 -3.862  0.000
H26 0.411 3.858 -3.075  0.000
H27 1.947 3.485 -4.010  0.000
H28 3.244 4.359 -2.404  0.000
H29 0.713 5.784 -1.219  0.000
H30 2.196 6.363 -1.858  0.000
H31 2.109 5.335 -0.249  0.000
H32 2.761 2.705 -1.247  0.000
C13 0.434 -4.373 -5.107  0.000
C14 -0.323 -3.124 -4.707  0.001
C15 -0.709 -2.957 -3.274  -0.002
O5 0.369 -1.949 -5.127  0.003
H33 -0.201 -5.234 -4.896  0.000
H34 1.376 -4.592 -4.605  0.000
H35 0.705 -4.226 -6.152  0.000
H36 -1.208 -3.151 -5.343  0.000
H37 -1.357 -2.083 -3.206  -0.001
H38 0.204 -2.718 -2.730  0.000
H39 -1.107 -3.912 -2.933  0.000
H40 0.943 -1.979 -4.358  0.000
C16 -0.133 -1.203 0.090  0.000
C17 0.438 0.184 -0.142  0.000
O6 0.573 0.533 -1.522  0.001
O7 -1.341 -1.254 -0.556  0.001
H41 -0.285 -1.368 1.157  0.000
H42 0.431 -2.081 -0.227  0.000
H43 1.375 0.472 0.334  0.000
H44 -0.227 0.967 0.221  0.000
H45 0.782 1.470 -1.536  0.000
H46 -1.093 -0.945 -1.430  -0.001
C18 -5.792 0.394 1.106  0.000
C19 -4.231 0.472 0.758  0.004
O8 -4.012 -0.375 -0.364  0.012
O9 -6.143 0.954 2.287  0.001
H47 -6.230 -0.602 1.173  0.000
H48 -6.400 0.750 0.274  0.001
H49 -3.740 0.121 1.665  0.001
H50 -3.795 1.459 0.596  -0.003
H51 -3.112 -0.706 -0.305  -0.001
H52 -7.091 0.902 2.429  0.000
C20 0.260 4.698 2.463  0.000
C21 -0.196 3.310 2.940  0.000
O10 -0.895 2.506 1.978  0.000
O11 0.841 5.509 3.443  0.000
H53 -0.541 5.254 1.977  0.000
H54 0.961 4.495 1.653  0.000
H55 -0.881 3.552 3.752  0.000
H56 0.645 2.763 3.366  0.000
H57 -1.667 3.003 1.696  0.000
H58 1.665 5.073 3.672  0.000
C22 -2.428 -5.620 0.768  0.000
C23 -2.962 -4.266 1.230  0.000
O12 -3.539 -4.446 2.544  0.000
O13 -1.393 -5.915 1.586  0.000
H59 -2.140 -5.547 -0.281  0.000
H60 -3.143 -6.439 0.842  0.000
H61 -3.735 -4.062 0.488  0.000
H62 -2.196 -3.496 1.135  0.000
H63 -2.836 -4.316 3.184  0.000
H64 -1.467 -6.860 1.739  0.000
C24 4.258 0.440 -2.892  0.000
C25 3.009 -0.039 -3.631  0.000
O14 2.262 -1.086 -2.914  0.000
O15 3.925 1.288 -1.783  0.000
H65 4.940 1.100 -3.427  0.000
H66 4.977 -0.365 -2.738  0.000
H67 3.269 -0.384 -4.632  0.000
H68 2.288 0.776 -3.690  0.000
H69 1.828 -0.591 -2.215  0.000
H70 4.740 1.531 -1.337  0.000
C26 -5.166 0.521 -3.559  0.101
C27 -4.159 0.423 -4.700  0.125
O16 -2.847 0.516 -4.082  0.252
O17 -5.184 -0.588 -2.614  0.505
H71 -6.140 0.551 -4.047  0.051
H72 -5.111 1.488 -3.060  -0.010
H73 -4.261 1.320 -5.310  -0.007
H74 -4.319 -0.444 -5.340  -0.004
H75 -2.713 -0.261 -3.535  -0.004
H76 -4.733 -0.443 -1.779  -0.025
C28 -0.479 -3.866 4.974  0.000
C29 0.580 -3.619 3.874  0.000
O18 1.012 -5.014 3.524  0.000
O19 -1.689 -4.580 4.565  0.000
H77 -0.853 -2.864 5.186  0.000
H78 -0.114 -4.219 5.938  0.000
H79 1.478 -3.082 4.179  0.000
H80 0.258 -3.172 2.934  0.000
H81 0.374 -5.210 2.834  0.000
H82 -2.268 -4.683 5.324  0.000